# AgCl

A molecular structure, AgCl (ωB97M-V with the def2-TZVPD basis set, the Open Molecules 2025 dataset).

Summary:
**Total charge**: +1
**HOMO-LUMO gap (alpha / beta)**: 10.44 / 7.90 eV
**⟨S²⟩**: 0.753
**2S+1**: 2
**Energy relative to the best compared isomer or geometry (same formula, charge and spin)**: 3.78 kcal/mol
**Maximum force**: 0.5 eV/A

Last column: Mulliken charge in e.
Element x y z (Å)
Ag (1.394, -0.186, -0.462)  0.893
Cl (-1.394, 0.186, 0.462)  0.107

# C33H44CrN3O8P2

A molecular structure, C33H44CrN3O8P2 at a distorted geometry (ωB97M-V with the def2-TZVPD basis set, the Open Molecules 2025 dataset).

Summary:
**Total charge**: -1
**HOMO-LUMO gap (alpha / beta)**: 6.02 / 7.15 eV
**⟨S²⟩**: 6.015
**2S+1**: 5
**Maximum force**: 1.5 eV/A

Last column: Mulliken charge in e.
Element x y z (Å)
Cr (0.137, -0.299, 0.086)  -0.299
C (-4.614, 0.201, -0.337)  -1.604
C (-3.477, 1.210, -0.177)  2.091
C (-3.951, 2.634, -0.467)  -1.640
P (-1.926, 0.661, -1.097)  1.185
C (-2.517, 0.087, -2.775)  0.534
C (-1.276, -0.223, -3.616)  -1.087
C (-3.505, 0.934, -3.583)  -1.675
C (-1.036, 2.247, -1.316)  0.455
C (-1.093, 3.160, -2.360)  -0.530
C (-0.288, 4.295, -2.369)  0.890
C (-0.394, 5.307, -3.482)  -1.678
C (0.597, 4.491, -1.316)  -0.967
C (0.655, 3.602, -0.253)  -0.067
C (-0.170, 2.485, -0.232)  -1.558
N (-0.203, 1.539, 0.812)  0.679
C (-0.936, 1.830, 1.926)  -0.188
C (-1.433, 3.118, 2.227)  -0.619
C (-2.217, 3.343, 3.340)  -1.321
C (-2.552, 2.319, 4.224)  0.102
C (-3.402, 2.569, 5.445)  -1.453
C (-2.078, 1.045, 3.935)  -0.113
C (-1.306, 0.773, 2.811)  -0.098
P (-0.618, -0.832, 2.312)  1.171
C (0.566, -1.201, 3.700)  0.797
C (1.491, 0.007, 3.845)  -1.725
C (-0.070, -1.535, 5.049)  -1.396
C (-1.909, -2.201, 2.456)  0.527
C (-2.067, -2.854, 1.080)  -1.548
C (-3.271, -1.751, 2.982)  -1.559
H (-5.394, 0.408, 0.400)  0.463
H (-4.269, -0.824, -0.183)  0.283
H (-5.075, 0.260, -1.325)  0.332
H (-3.165, 1.183, 0.871)  -0.987
H (-4.269, 2.756, -1.503)  0.216
H (-3.165, 3.359, -0.263)  0.266
H (-4.801, 2.871, 0.180)  0.520
H (-3.014, -0.860, -2.532)  0.509
H (-0.688, 0.685, -3.777)  0.184
H (-1.569, -0.623, -4.591)  0.520
H (-0.640, -0.955, -3.125)  0.181
H (-3.000, 1.763, -4.077)  0.309
H (-4.319, 1.330, -2.979)  0.253
H (-3.948, 0.313, -4.367)  0.483
H (-1.774, 2.999, -3.185)  0.058
H (-0.967, 4.915, -4.321)  0.372
H (0.594, 5.597, -3.842)  0.373
H (-0.896, 6.213, -3.131)  0.305
H (1.251, 5.357, -1.322)  0.373
H (1.345, 3.761, 0.567)  0.579
H (-1.201, 3.938, 1.561)  0.463
H (-2.587, 4.346, 3.526)  0.276
H (-3.633, 3.630, 5.545)  0.399
H (-2.889, 2.248, 6.354)  0.321
H (-4.349, 2.025, 5.392)  0.287
H (-2.342, 0.237, 4.606)  0.523
H (1.133, -2.073, 3.355)  0.495
H (0.930, 0.867, 4.216)  0.389
H (1.946, 0.274, 2.894)  0.166
H (2.294, -0.214, 4.553)  0.561
H (-0.574, -0.660, 5.461)  0.221
H (0.718, -1.824, 5.749)  0.484
H (-0.780, -2.361, 4.988)  0.344
H (-1.489, -2.951, 3.133)  0.786
H (-2.487, -2.140, 0.368)  0.191
H (-2.732, -3.721, 1.138)  0.622
H (-1.108, -3.175, 0.678)  0.180
H (-3.613, -0.859, 2.455)  0.157
H (-3.241, -1.527, 4.049)  0.223
H (-4.009, -2.543, 2.826)  0.507
O (1.688, -2.222, -2.704)  -0.740
C (1.342, -2.329, -1.525)  -0.419
O (0.210, -1.947, -1.057)  -0.099
C (2.262, -2.900, -0.490)  0.766
C (2.699, -4.193, -0.533)  -0.224
C (3.491, -4.693, 0.514)  -0.810
C (3.891, -3.853, 1.536)  -0.384
C (3.525, -2.521, 1.538)  -0.442
C (2.611, -1.995, 0.563)  0.770
O (2.104, -0.826, 0.622)  -0.828
N (4.146, -1.686, 2.525)  1.203
O (4.445, -0.553, 2.219)  -0.589
O (4.429, -2.180, 3.609)  -0.668
N (3.915, -6.054, 0.503)  1.031
O (3.555, -6.770, -0.420)  -0.665
O (4.626, -6.459, 1.411)  -0.668
H (2.438, -4.840, -1.358)  0.614
H (4.534, -4.224, 2.320)  0.638
O (1.501, 0.598, -1.829)  -0.589
H (2.318, 0.690, -1.324)  0.255
H (1.641, -0.181, -2.400)  0.355

# C3H3FKO3

A molecular structure, C3H3FKO3 at a distorted geometry (ωB97M-V with the def2-TZVPD basis set, the Open Molecules 2025 dataset).

Summary:
**Total charge**: 0
**HOMO-LUMO gap (alpha / beta)**: 7.61 / 9.23 eV
**⟨S²⟩**: 0.756
**2S+1**: 2
**Energy relative to the best compared isomer or geometry (same formula, charge and spin)**: 80.92 kcal/mol
**Maximum force**: 9.8 eV/A

Last column: Mulliken charge in e.
Element x y z (Å)
H (-2.235, -0.184, -0.101)  0.321
O (2.533, -0.523, -1.478)  -0.396
O (1.134, -0.383, 0.261)  -0.250
O (-0.447, 0.537, -1.146)  -0.699
C (-1.183, 0.036, 0.125)  0.234
C (-0.141, -0.871, 0.715)  -0.293
C (1.427, -0.613, -1.035)  0.275
F (-0.997, 2.065, 1.111)  -0.785
H (-0.168, -0.981, 1.808)  0.330
H (-0.377, -1.870, 0.318)  0.301
K (0.453, 2.788, -0.577)  0.963

Number 1: DFT total energy -16511.248 eV. Number 2: DFT total energy -102785.147 eV. Number 3: DFT total energy -28340.198 eV.